P | # C7H10O

One molecule with the formula C7H10O (wB97M-V/def2-TZVPD, the OMol25 dataset).

Each line ends with the natural charge from an NBO analysis.
CARTESIAN COORDINATES (ANGSTROEM)
C -0.11146 -1.00310 2.70745  -0.245
C 0.45482 -0.83883 1.66765  -0.029
C 1.15786 -0.32313 0.41416  0.189
C 2.18688 0.73191 0.60489  -0.628
O 1.65024 -1.42802 -0.30364  -0.682
C -0.21985 0.40384 -0.37671  -0.162
C -1.03931 -0.13059 -1.26796  -0.219
C -2.34859 0.44603 -1.70763  -0.633
H -0.55544 -1.38346 3.58410  0.233
H 2.48827 1.22900 -0.29594  0.229
H 3.16606 0.43037 1.18797  0.230
H 1.78807 1.51463 1.20603  0.220
H 0.83181 -1.69745 -0.69990  0.466
H -0.26563 1.36775 0.12391  0.197
H -0.90379 -1.11775 -1.53496  0.181
H -3.23022 -0.09864 -1.26356  0.219
H -2.55855 0.43412 -2.74190  0.219
H -2.49117 1.46332 -1.30395  0.215

Results
Structure (SMILES) = C#C[C@@](C)(O)/C=C/C
Multiplicity = 1



Q | # C7H10O

One molecule with the formula C7H10O (wB97M-V/def2-TZVPD, the OMol25 dataset).

Each line ends with the natural charge from an NBO analysis.
CARTESIAN COORDINATES (ANGSTROEM)
C -0.53054 -1.58975 -0.31393  -0.372
C -0.60856 -0.51997 -1.63714  -0.408
C -0.50133 0.92214 -1.02079  -0.238
C 0.44791 1.57290 0.30323  0.118
O 1.61800 1.17244 1.03189  -0.518
C 1.22914 -0.05823 1.70068  -0.043
C 0.15563 -0.60384 0.65375  -0.278
C -0.67699 0.65178 0.35593  -0.326
H 0.05184 -2.45513 -0.54457  0.211
H -1.52268 -2.01211 -0.03180  0.201
H -1.67808 -0.63316 -1.99949  0.213
H 0.07380 -0.67224 -2.65290  0.214
H -0.86479 1.65976 -1.67552  0.228
H 0.25467 2.71960 0.42076  0.206
H 0.93539 0.08058 2.66777  0.170
H 2.15357 -0.54993 1.83602  0.196
H 1.12261 -0.59132 -0.08916  0.226
H -1.65957 0.90651 0.99528  0.200

Results
Structure (SMILES) = C1C[C@@H]2[C@@H]3OC[C@H]1[C@H]23
Multiplicity = 1



R | # C7H10O

C7H10O as an isolated structure (wB97M-V/def2-TZVPD, the OMol25 dataset).

Each line ends with the natural charge from an NBO analysis.
CARTESIAN COORDINATES (ANGSTROEM)
C -2.32285 -0.39750 -0.23788  -0.610
C -0.93583 -0.06364 -0.17603  0.162
C 0.00529 -0.48074 1.05667  -0.380
C 0.90447 -0.22670 -0.10406  0.180
C 2.34091 -0.57784 -0.27972  -0.619
C 0.85237 1.27433 -0.14208  -0.271
C -0.48789 1.46736 -0.30986  -0.171
H -2.80549 0.34976 -0.91916  0.218
H -2.73113 -1.44304 -0.75146  0.246
H -2.77388 -0.33711 1.03296  0.207
H 0.10411 0.25575 1.84358  0.190
H -0.38783 -1.54299 1.47340  0.217
H 2.69064 -1.75528 -0.30403  0.222
H 2.65000 -0.21070 -1.25102  0.221
H 2.89216 0.13113 0.41513  0.227
H 1.34502 2.16472 -0.15540  0.237
H -1.15494 2.33579 -0.28347  0.220
O -0.18516 -0.94330 -0.90757  -0.498

Results
Multiplicity = 1



S | # C7H10O

C7H10O as an isolated structure (wB97M-V/def2-TZVPD, the OMol25 dataset).

Each line ends with the natural charge from an NBO analysis.
CARTESIAN COORDINATES (ANGSTROEM)
C -0.67991 1.50965 -0.86457  -0.164
C -1.58640 0.50884 -0.61659  -0.230
C -1.60432 -0.29466 0.41741  -0.172
C -0.61259 0.03871 1.42375  -0.220
C 0.27757 1.05410 1.10633  -0.221
C 0.37079 1.71819 -0.09179  -0.296
C 1.35099 -1.99342 -0.38839  -0.264
H -0.91309 2.37494 -1.69025  0.223
H -2.42365 0.48045 -1.30337  0.219
H -2.36927 -0.94637 0.87095  0.231
H -0.47778 -0.52826 2.33640  0.223
H 1.06754 1.44479 1.81587  0.216
H 1.17009 2.52218 -0.15882  0.241
H 0.86771 -0.03020 -0.68117  0.487
H 1.92955 -2.73573 -1.24216  0.168
H 2.20989 -1.41592 0.24924  0.166
H 0.62330 -2.61247 0.17281  0.172
O 0.79960 -1.09483 -1.35567  -0.781

Results
Multiplicity = 1



Stability summary: most stable P, least stable Q.



P | # C5H12NO

A 2-piece molecular cluster, C5H12NO overall (wB97M-V/def2-TZVPD, the OMol25 dataset).

Each line ends with the natural charge from an NBO analysis.
CARTESIAN COORDINATES (ANGSTROEM)
C 2.67447 0.06350 0.27191  -0.215
C 1.85713 0.87382 -0.52184  -0.196
C -2.70212 -0.48878 -0.07951  -0.694
C 0.41387 -1.07345 0.40920  -0.061
C -1.43640 0.26784 0.07423  0.073
N 1.28073 0.07622 0.58175  -0.407
O -1.09008 1.16990 -0.86638  -0.665
H 2.85813 -0.93804 -0.14095  0.252
H 3.36111 0.46746 0.98867  0.261
H 1.69364 1.93506 -0.42223  0.264
H 1.43004 0.43537 -1.48608  0.245
H -3.39413 0.37479 -0.00041  0.241
H -2.85218 -1.10452 0.82267  0.239
H -2.91501 -0.87119 -0.98403  0.217
H 0.64732 -1.59485 -0.48419  0.180
H 0.12374 -1.60046 1.21634  0.195
H -1.35557 0.56190 1.05638  0.136
H 0.83566 0.68660 1.23945  0.448
H -1.43036 0.75885 -1.67497  0.488

Results
Total charge = +1
Multiplicity = 3



Q | # C5H12NO

An isolated ion of composition C5H12NO and charge +1 (wB97M-V/def2-TZVPD, the OMol25 dataset).

Each line ends with the natural charge from an NBO analysis.
CARTESIAN COORDINATES (ANGSTROEM)
C -3.39912 -0.51643 -0.12828  0.061
C 1.46109 -1.87400 0.32186  -0.616
C 0.81147 1.97513 0.06944  -0.633
C 1.38544 -0.48207 -0.29531  -0.376
C 0.39618 0.55185 0.36965  -0.096
N -0.88092 0.24743 -0.29415  0.030
O -1.90982 -0.03847 0.48633  -0.276
H -3.95829 -0.87680 0.66855  0.193
H -3.79420 -0.28924 -1.11793  0.204
H 0.95382 -1.79917 1.19175  0.207
H 0.82041 -2.51226 -0.28445  0.216
H 2.46403 -2.34491 0.35780  0.253
H 0.85981 2.32424 -1.01949  0.228
H 0.28723 2.67328 0.55018  0.231
H 1.78797 2.20229 0.32854  0.253
H 2.24536 0.15107 -0.17833  0.227
H 1.20976 -0.42482 -1.32069  0.205
H 0.44628 0.47293 1.51641  0.275
H -1.18652 0.55996 -1.22185  0.413

Results
Total charge = +1
Multiplicity = 3



Stability summary: most stable P, least stable Q.



P | # CH6N6

A 2-piece molecular cluster, CH6N6 overall (wB97M-V/def2-TZVPD, the OMol25 dataset).

Each line ends with the natural charge from an NBO analysis.
CARTESIAN COORDINATES (ANGSTROEM)
C 1.73344 0.16425 0.35483  0.333
N 2.70504 0.49150 -0.36840  -0.292
N 3.91315 0.47897 -0.47710  0.271
N 5.01505 0.48850 -0.65629  0.316
N -0.59693 0.30871 -1.74263  -0.889
N 0.48980 0.01875 0.26982  0.035
N -0.59588 -0.38145 0.89587  -0.281
H 2.13835 -0.20731 1.32554  0.316
H -0.14735 -0.17187 -2.52115  0.412
H -0.22431 1.37953 -1.76949  0.425
H -1.03795 -1.17813 0.37744  0.464
H -1.46915 0.23737 -2.13248  0.416
H -1.15401 0.34250 1.47531  0.475

Results
Total charge = +2
Multiplicity = 1



Q | # CH6N6

An isolated ion of composition CH6N6 and charge +2 (wB97M-V/def2-TZVPD, the OMol25 dataset).

Each line ends with the natural charge from an NBO analysis.
CARTESIAN COORDINATES (ANGSTROEM)
N 3.04557 1.66189 1.24080  0.316
N 2.04920 1.60988 0.80102  0.257
N 1.02189 1.72194 0.11722  -0.294
C -0.05108 1.07420 -0.24679  0.371
N -0.09686 -0.26285 -0.01462  -0.021
N 0.74556 -1.04418 0.51021  -0.468
N -1.69032 -0.74704 -0.59689  -0.674
H -0.77587 1.72092 -0.78722  0.308
H 0.71165 -1.12870 1.47849  0.420
H 1.18569 -1.82351 -0.08208  0.453
H -1.61626 -1.74451 -0.79631  0.444
H -1.97749 -0.39571 -1.48964  0.441
H -2.55167 -0.64233 -0.13420  0.448

Results
Structure (SMILES) = N#[N+]/N=C\N(N)[NH3+]
Total charge = +2
Multiplicity = 1



Stability summary: most stable Q, least stable P.



P | # C4H10NOS

An isolated ion of composition C4H10NOS and charge -1 (wB97M-V/def2-TZVPD, the OMol25 dataset).

Each line ends with the natural charge from an NBO analysis.
CARTESIAN COORDINATES (ANGSTROEM)
N -0.46561 -0.99838 -1.22690  -0.874
C -0.80515 -0.00142 -0.22719  -0.068
C -1.43070 1.26344 -0.88973  -0.039
O -2.52984 1.01132 -1.65275  -0.963
C 0.36170 0.42221 0.75514  -0.438
C 1.22611 -0.80212 0.97539  -0.495
S 2.63603 -0.64847 2.12363  -0.101
H -0.52801 -0.54748 -2.13816  0.368
H -1.28284 -1.59949 -1.24204  0.360
H -1.60403 -0.42393 0.41936  0.157
H -1.77565 2.00064 -0.13267  0.096
H -0.48711 1.74742 -1.25105  0.055
H -0.20008 0.83238 1.59859  0.200
H 1.02649 1.26353 0.50788  0.194
H 0.73023 -1.73273 1.24808  0.208
H 1.66797 -1.01225 0.01009  0.232
H 3.46049 -0.77467 1.12235  0.108

Results
Structure (SMILES) = N[C@H](C[O-])CCS
Total charge = -1
Multiplicity = 1



Q | # C4H10NOS

A 3-piece molecular cluster, C4H10NOS overall (wB97M-V/def2-TZVPD, the OMol25 dataset).

Each line ends with the natural charge from an NBO analysis.
CARTESIAN COORDINATES (ANGSTROEM)
C 0.27445 1.11614 1.40480  -0.098
N 0.83896 -0.04926 1.33735  -0.190
C 0.49119 -1.03757 0.40772  -0.516
O -1.35312 -0.54867 -2.35671  -1.254
C -0.49630 1.84818 0.48542  0.067
C -0.83914 1.54334 -0.87110  -0.776
S 2.20039 -3.68984 1.04085  -0.843
H 0.47108 1.72287 2.29390  0.176
H -1.77515 0.94131 -1.01330  0.372
H -0.38558 -0.89360 -0.22005  0.242
H 1.45131 -1.22112 -0.07833  0.279
H 0.26517 -1.98664 0.94008  0.297
H 2.36348 -2.58116 1.77477  0.083
H -0.90604 2.76222 0.90352  0.185
H -0.14539 0.81384 -1.31229  0.318
H -0.99711 2.34549 -1.58900  0.240
H -1.45822 -1.08553 -3.14760  0.418

Results
Total charge = -1
Multiplicity = 1



Stability summary: most stable P, least stable Q.